Formula: C16H26NO2
Source: OMol25
Level of theory: ωB97M-V with the def2-TZVPD basis set

Properties
- SMILES: COc1ccc(OCCC[NH+]2CCCCCC2)cc1
- Total charge: +1
- HOMO: -0.3980 Eh
- Relative energy (zero: lowest compared OMol25 entry of this formula, charge and spin): 1.436 eV

Each line ends with the natural charge from an NBO analysis.
Positions of all 45 atoms, in Å:
C (2.828, -1.261, 5.743)  -0.256
O (2.727, -0.200, 4.819)  -0.480
C (1.815, -0.277, 3.828)  0.308
C (0.947, -1.343, 3.614)  -0.302
C (0.049, -1.318, 2.559)  -0.208
C (0.003, -0.226, 1.712)  0.228
O (-0.857, -0.143, 0.613)  -0.567
C (-2.113, -0.798, 0.716)  -0.069
C (-3.049, -0.191, -0.329)  -0.442
C (-2.606, -0.529, -1.749)  -0.210
N (-1.268, 0.039, -2.068)  -0.429
C (-0.581, -0.799, -3.090)  -0.218
C (0.579, -0.112, -3.800)  -0.424
C (1.676, 0.399, -2.871)  -0.413
C (1.173, 1.370, -1.795)  -0.406
C (-0.013, 2.228, -2.238)  -0.432
C (-1.340, 1.468, -2.450)  -0.225
C (0.859, 0.851, 1.923)  -0.232
C (1.758, 0.821, 2.963)  -0.227
H (3.612, -0.968, 6.439)  0.212
H (3.114, -2.195, 5.250)  0.179
H (1.893, -1.405, 6.291)  0.181
H (0.955, -2.205, 4.261)  0.230
H (-0.609, -2.161, 2.417)  0.213
H (-2.526, -0.652, 1.719)  0.212
H (-1.999, -1.876, 0.540)  0.177
H (-4.050, -0.592, -0.176)  0.252
H (-3.094, 0.888, -0.176)  0.223
H (-3.328, -0.161, -2.482)  0.231
H (-2.543, -1.615, -1.844)  0.225
H (-0.736, 0.004, -1.173)  0.505
H (-0.225, -1.703, -2.591)  0.224
H (-1.325, -1.084, -3.839)  0.225
H (0.211, 0.706, -4.419)  0.211
H (1.011, -0.847, -4.480)  0.249
H (2.176, -0.441, -2.388)  0.217
H (2.418, 0.900, -3.492)  0.228
H (0.934, 0.831, -0.877)  0.199
H (1.988, 2.047, -1.536)  0.242
H (0.256, 2.748, -3.158)  0.228
H (-0.170, 2.993, -1.477)  0.233
H (-2.115, 1.931, -1.838)  0.229
H (-1.669, 1.520, -3.489)  0.224
H (0.806, 1.713, 1.276)  0.218
H (2.426, 1.648, 3.140)  0.236